22
Properties=species:S:1:pos:R:3:forces:R:3:nbo_charge:R:1 method="wB97M-V/def2-TZVPD" smiles=CC(C)C.CC total_energy_ha=-238.11262 e_homo_ev=-10.60 relative_energy_ev=2.283 max_force_ev_per_a=5.0 e_lumo_ev=1.062 homo_lumo_gap_ev=11.660
C 2.057 1.178 1.588 -1.6 0.7 -0.3 -0.606
C 0.748 0.967 0.668 3.7 0.1 -3.5 -0.211
C -0.503 0.617 1.360 -3.5 0.4 1.0 -0.635
C 0.619 2.290 -0.133 -0.2 1.4 0.3 -0.617
H 2.839 0.475 1.268 0.0 0.7 0.2 0.218
H 1.720 0.922 2.604 0.6 0.1 -0.1 0.201
H 2.320 2.317 1.559 0.1 -2.5 0.1 0.206
H 1.006 0.047 -0.182 -0.6 2.5 2.5 0.182
H -1.509 1.321 1.354 2.8 -1.1 -0.5 0.205
H -0.817 -0.289 0.842 -0.5 -0.1 1.0 0.227
H -0.359 0.494 2.440 0.0 -0.6 -0.2 0.212
H 0.933 2.459 -1.169 0.7 -0.9 0.2 0.219
H -0.422 2.527 -0.211 -0.8 0.2 0.0 0.203
H 1.072 3.143 0.449 -0.5 -0.8 -0.6 0.194
C -1.158 -2.386 -0.760 2.2 1.8 -1.7 -0.602
C -1.314 -2.316 -2.273 0.5 1.3 -1.3 -0.610
H -1.434 -3.301 -0.361 -0.4 -1.7 0.9 0.206
H -0.057 -2.149 -0.618 -1.2 -0.7 0.5 0.200
H -1.676 -1.575 -0.303 -0.6 0.4 0.4 0.201
H -2.286 -2.060 -2.681 -0.6 0.1 0.5 0.202
H -1.099 -3.254 -2.802 0.6 0.3 0.2 0.207
H -0.680 -1.426 -2.639 -0.6 -1.7 0.2 0.199